# 1
This record from the OMol25 dataset describes one molecule with the formula C2H4N4. The level of theory is ωB97M-V with the def2-TZVPD basis set.

Each line ends with the Mulliken charge.
Positions of all 10 atoms, in Å:
1 N -0.834 1.310 0.943  -0.51
2 C -0.209 0.431 0.044  0.06
3 C 0.345 -0.790 0.363  -0.16
4 N 0.848 -1.387 -0.697  -0.20
5 N 0.552 -0.272 -1.918  -0.36
6 N -0.035 0.616 -1.297  0.02
7 H -1.844 1.334 0.841  0.25
8 H -0.467 2.253 0.898  0.27
9 H 0.352 -1.188 1.368  0.40
10 H 1.290 -2.307 -0.545  0.23

Atomic forces in eV per Å
N -0.16 0.24 -0.13
C 0.11 -0.26 0.01
C -0.20 0.33 0.17
N -0.30 0.78 -0.25
N 0.29 -1.35 1.54
N 0.23 -0.29 -0.14
H 0.19 0.06 -0.03
H -0.09 -0.16 -0.01
H 0.10 -0.14 -0.11
H -0.18 0.80 -1.06

Computed properties:
Strongest force on any atom: 2.07 eV/Å
Gap between HOMO and LUMO: 9.82 eV
Energy relative to the best compared isomer or geometry (same formula, charge and spin): 200.8 kJ/mol
Lowest unoccupied orbital energy: 0.97 eV
SMILES string: Nc1c[nH]nn1

# 2
This record from the OMol25 dataset describes a 18-piece molecular cluster, C54H153N9O27 overall. The level of theory is ωB97M-V with the def2-TZVPD basis set.

Each line ends with the Mulliken charge.
Positions of all 243 atoms, in Å:
1 C 4.342 0.331 6.178  -0.52
2 O 5.002 -0.439 7.184  -0.42
3 C 4.493 -1.802 7.241  -0.04
4 C 5.240 -2.707 8.243  -0.73
5 N 5.230 -2.071 9.596  -0.35
6 C 6.253 -2.500 10.526  -0.78
7 C 6.009 -1.937 11.942  -0.65
8 O 5.896 -0.519 12.031  -0.30
9 C 5.368 -0.021 13.256  -0.73
10 H 3.275 0.332 6.401  0.31
11 H 4.416 -0.158 5.207  0.10
12 H 4.703 1.358 6.131  0.31
13 H 4.450 -2.372 6.313  0.00
14 H 3.472 -1.629 7.579  0.33
15 H 6.288 -2.716 7.942  0.37
16 H 4.831 -3.714 8.323  0.35
17 H 5.267 -1.084 9.384  0.26
18 H 7.209 -2.140 10.146  0.40
19 H 6.426 -3.575 10.561  0.46
20 H 6.717 -2.301 12.687  0.44
21 H 5.048 -2.373 12.215  0.32
22 H 6.005 -0.286 14.100  0.29
23 H 4.408 -0.505 13.436  0.32
24 H 5.276 1.063 13.328  0.24
25 C 3.089 -0.664 2.588  -0.70
26 O 2.611 -0.529 1.228  -0.30
27 C 2.173 -1.787 0.660  -1.03
28 C 1.399 -1.683 -0.736  -0.82
29 N 0.130 -0.993 -0.567  0.76
30 C -0.476 -0.764 -1.917  -0.63
31 C -1.759 0.100 -1.710  0.40
32 O -1.272 1.486 -1.567  0.75
33 C -2.306 2.451 -1.356  -0.27
34 H 2.342 -1.025 3.295  0.02
35 H 3.287 0.351 2.934  0.43
36 H 4.010 -1.242 2.516  0.27
37 H 1.521 -2.256 1.397  0.76
38 H 3.017 -2.466 0.536  0.52
39 H 1.184 -2.739 -0.898  0.14
40 H 2.082 -1.276 -1.481  0.47
41 H 0.377 -0.091 -0.185  -0.15
42 H -0.624 -1.716 -2.427  0.11
43 H 0.181 -0.164 -2.547  0.05
44 H -2.338 -0.266 -0.862  0.04
45 H -2.446 0.018 -2.551  -0.78
46 H -2.838 2.694 -2.276  0.00
47 H -1.837 3.397 -1.087  -0.12
48 H -3.022 2.186 -0.577  0.16
49 C -0.054 -5.503 0.963  -0.64
50 O 1.116 -6.286 1.245  -0.46
51 C 2.281 -5.488 1.410  0.85
52 C 3.550 -6.207 0.835  -1.16
53 N 3.791 -7.573 1.377  -0.46
54 C 4.041 -7.509 2.824  -0.18
55 C 4.811 -8.700 3.247  -0.71
56 O 4.936 -8.633 4.687  -0.27
57 C 5.686 -9.713 5.079  -0.76
58 H -0.857 -6.179 1.256  0.35
59 H -0.214 -5.307 -0.097  0.29
60 H -0.106 -4.590 1.556  0.20
61 H 2.445 -5.303 2.471  -0.04
62 H 2.260 -4.520 0.909  -0.22
63 H 4.398 -5.532 0.948  0.34
64 H 3.362 -6.306 -0.234  0.47
65 H 2.826 -7.869 1.417  0.35
66 H 3.104 -7.424 3.374  0.22
67 H 4.574 -6.569 2.972  0.15
68 H 5.767 -8.871 2.752  0.39
69 H 4.221 -9.583 3.004  0.36
70 H 5.167 -10.601 4.719  0.31
71 H 5.754 -9.761 6.166  0.24
72 H 6.724 -9.682 4.745  0.30
73 C -8.812 -2.330 -3.556  -0.88
74 O -7.988 -3.148 -2.807  -0.33
75 C -8.461 -3.455 -1.482  -0.48
76 C -7.572 -4.530 -0.769  -0.80
77 N -6.159 -4.193 -0.969  0.02
78 C -5.370 -5.426 -0.929  -1.31
79 C -3.955 -5.146 -1.344  -0.12
80 O -3.843 -4.530 -2.612  -0.45
81 C -2.693 -3.784 -2.814  -0.23
82 H -9.748 -2.864 -3.715  0.37
83 H -8.347 -2.059 -4.504  0.27
84 H -8.987 -1.326 -3.169  0.33
85 H -9.524 -3.694 -1.505  0.55
86 H -8.377 -2.556 -0.872  0.16
87 H -7.738 -5.532 -1.164  0.38
88 H -7.816 -4.536 0.294  0.32
89 H -6.031 -3.853 -1.911  0.19
90 H -5.829 -6.248 -1.477  0.55
91 H -5.318 -5.656 0.136  0.39
92 H -3.269 -5.988 -1.435  0.63
93 H -3.528 -4.599 -0.503  -0.13
94 H -2.641 -2.995 -2.063  0.14
95 H -2.772 -3.201 -3.732  0.02
96 H -1.829 -4.445 -2.881  0.30
97 C -5.167 0.741 3.682  -0.72
98 O -3.803 1.183 3.584  -0.28
99 C -2.868 0.209 3.202  -0.36
100 C -1.606 1.010 2.775  -0.30
101 N -1.215 1.989 3.781  -0.30
102 C 0.079 2.573 3.438  0.10
103 C 0.403 3.825 4.286  -0.89
104 O -0.590 4.787 3.965  -0.16
105 C -0.503 6.098 4.463  -0.88
106 H -5.216 0.072 4.542  0.37
107 H -5.434 0.095 2.845  0.14
108 H -5.931 1.503 3.835  0.28
109 H -3.211 -0.449 2.404  0.09
110 H -2.644 -0.370 4.098  0.38
111 H -1.733 1.628 1.885  0.43
112 H -0.842 0.233 2.771  -0.15
113 H -1.955 2.554 4.174  0.35
114 H 0.152 2.734 2.363  0.00
115 H 0.783 1.784 3.699  0.16
116 H 1.448 4.076 4.106  0.44
117 H 0.349 3.566 5.343  0.41
118 H -0.852 6.175 5.493  0.31
119 H -1.289 6.649 3.946  0.24
120 H 0.479 6.540 4.296  0.33
121 C -5.670 -0.049 -8.516  -0.62
122 O -4.609 -0.920 -8.143  -0.32
123 C -3.373 -0.197 -8.195  -0.81
124 C -2.521 -0.769 -7.082  0.24
125 N -1.268 -0.042 -7.092  -0.27
126 C -0.405 -0.365 -5.945  -0.15
127 C -0.151 -1.922 -5.773  -0.22
128 O 0.889 -2.090 -4.835  -0.10
129 C 1.325 -3.465 -4.624  -0.91
130 H -6.525 -0.725 -8.498  0.22
131 H -5.489 0.339 -9.519  0.34
132 H -5.750 0.788 -7.822  0.19
133 H -3.477 0.886 -8.131  0.44
134 H -2.903 -0.341 -9.168  0.34
135 H -2.464 -1.828 -7.332  0.21
136 H -3.019 -0.650 -6.120  -0.20
137 H -0.681 -0.210 -7.897  0.36
138 H -0.781 0.033 -5.003  -0.28
139 H 0.543 0.139 -6.134  0.21
140 H 0.050 -2.403 -6.730  0.46
141 H -1.031 -2.420 -5.366  0.00
142 H 1.662 -3.960 -5.534  0.41
143 H 0.521 -4.140 -4.329  0.26
144 H 2.139 -3.623 -3.917  0.27
145 C -6.454 4.017 -0.390  -1.02
146 O -5.849 2.737 -0.417  -0.09
147 C -6.813 1.728 -0.200  -1.11
148 C -5.947 0.445 -0.290  -0.62
149 N -5.192 0.346 -1.608  0.22
150 C -6.068 -0.075 -2.733  -0.12
151 C -5.402 0.388 -3.993  -0.30
152 O -5.262 1.813 -3.984  -0.34
153 C -4.642 2.316 -5.157  -0.26
154 H -6.980 3.991 -1.345  0.37
155 H -5.760 4.857 -0.405  0.24
156 H -7.237 4.061 0.367  0.32
157 H -7.495 1.679 -1.049  0.40
158 H -7.485 1.733 0.658  0.62
159 H -6.584 -0.426 -0.134  0.49
160 H -5.323 0.509 0.602  -0.04
161 H -4.882 1.294 -1.766  0.21
162 H -7.105 0.251 -2.649  0.27
163 H -6.281 -1.136 -2.604  -0.10
164 H -6.113 0.052 -4.747  0.56
165 H -4.431 -0.102 -4.058  -0.29
166 H -5.170 1.989 -6.053  -0.06
167 H -3.645 1.876 -5.138  0.10
168 H -4.521 3.399 -5.172  0.33
169 C -0.197 5.712 0.511  -0.22
170 O -0.024 6.737 -0.368  -0.19
171 C -0.118 7.997 0.274  -0.63
172 C 0.076 9.140 -0.679  -0.71
173 N 1.429 9.269 -1.301  -0.33
174 C 1.709 10.589 -1.927  -0.80
175 C 0.977 10.843 -3.270  -0.46
176 O -0.392 11.125 -3.041  -0.29
177 C -1.220 11.170 -4.206  -0.78
178 H 0.678 5.519 1.131  0.26
179 H -0.343 4.785 -0.045  -0.45
180 H -1.060 5.965 1.127  0.54
181 H 0.665 8.162 1.014  0.33
182 H -0.981 8.231 0.898  0.42
183 H -0.132 10.111 -0.231  0.47
184 H -0.628 9.071 -1.508  0.23
185 H 1.395 8.540 -1.998  0.20
186 H 2.770 10.476 -2.148  0.37
187 H 1.616 11.420 -1.228  0.38
188 H 1.055 10.007 -3.965  0.36
189 H 1.523 11.655 -3.750  0.42
190 H -1.144 12.102 -4.767  0.30
191 H -2.275 11.118 -3.938  0.26
192 H -1.073 10.309 -4.857  0.33
193 C 8.121 3.812 -3.566  -0.85
194 O 6.987 3.037 -3.653  -0.22
195 C 6.833 2.299 -4.909  -0.79
196 C 5.436 1.696 -4.957  -0.15
197 N 4.459 2.808 -4.942  -0.37
198 C 3.058 2.365 -4.963  -1.29
199 C 2.395 2.041 -3.585  0.83
200 O 2.394 3.256 -2.761  -0.53
201 C 1.867 3.116 -1.467  0.03
202 H 9.077 3.304 -3.700  0.31
203 H 8.134 4.209 -2.551  0.24
204 H 8.185 4.677 -4.226  0.33
205 H 7.514 1.450 -4.859  0.41
206 H 6.957 2.849 -5.842  0.34
207 H 5.206 1.130 -4.055  0.01
208 H 5.361 1.059 -5.838  0.42
209 H 4.581 3.185 -4.013  0.36
210 H 3.011 1.459 -5.567  0.25
211 H 2.357 3.074 -5.402  0.46
212 H 3.062 1.272 -3.196  -0.05
213 H 1.380 1.682 -3.756  0.04
214 H 1.909 4.026 -0.868  0.28
215 H 2.483 2.341 -1.010  0.21
216 H 0.823 2.817 -1.375  -0.33
217 O 4.447 -3.714 3.771  -0.20
218 H 3.612 -3.486 4.178  0.19
219 H 5.012 -3.960 4.504  0.18
220 O 4.343 -0.188 -1.317  -0.40
221 H 5.031 0.457 -1.152  0.18
222 H 3.902 -0.290 -0.474  0.19
223 O 5.928 -2.682 1.390  -0.56
224 H 5.438 -3.172 2.051  0.18
225 H 6.721 -2.395 1.844  0.26
226 O 4.950 -2.378 -2.786  -0.64
227 H 4.786 -1.521 -2.391  0.35
228 H 5.468 -2.848 -2.133  0.29
229 O -0.512 -2.364 3.522  -0.47
230 H -0.402 -3.290 3.737  0.30
231 H -0.975 -2.365 2.684  -0.01
232 O -1.662 -2.299 0.893  -0.12
233 H -1.121 -1.770 0.306  0.33
234 H -2.515 -2.341 0.460  0.06
235 O -0.777 3.500 -4.151  -0.45
236 H -1.288 4.213 -4.534  0.21
237 H -0.042 3.936 -3.720  0.23
238 O -4.131 -2.038 -0.419  0.10
239 H -4.551 -1.289 -0.841  0.05
240 H -4.836 -2.675 -0.304  0.11
241 O 2.035 -2.889 5.116  -0.58
242 H 1.540 -2.071 5.061  0.22
243 H 1.416 -3.563 4.836  0.23

Atomic forces in eV per Å
C -0.47 -0.97 0.36
O 0.80 -0.91 -0.58
C -0.63 0.29 1.09
C 0.65 1.96 1.30
N -1.44 -0.77 -0.89
C 1.07 1.71 -0.11
C -1.10 -0.33 0.22
O 0.41 0.58 -0.68
C 0.17 -1.23 0.18
H -0.31 0.30 0.11
H 0.36 0.06 -0.24
H 0.26 -0.27 0.25
H 0.20 0.63 -0.55
H -0.37 -0.63 0.04
H 0.27 -0.54 -0.50
H -0.10 0.07 -0.41
H 0.29 0.23 0.65
H 0.61 0.24 0.13
H -0.75 -0.16 0.17
H 0.46 -0.09 -0.15
H -0.37 -0.03 0.28
H 0.28 -0.25 0.13
H -0.31 0.19 0.08
H 0.01 -0.07 -0.88
C 0.03 0.72 -1.20
O -0.50 -0.39 -0.32
C -0.63 0.42 -0.32
C 1.07 -0.54 2.87
N 0.60 0.33 -1.62
C -0.73 1.29 1.13
C 1.15 0.42 -0.58
O -1.05 -1.25 0.38
C 0.40 0.09 -0.30
H -0.10 -0.63 -0.39
H 0.31 0.07 -0.22
H -0.07 -0.18 0.65
H -0.36 -0.07 0.00
H 0.38 0.09 -0.17
H 0.09 -0.10 -0.62
H -0.21 0.03 -0.32
H -0.30 0.47 0.13
H -0.28 -0.04 0.19
H 0.22 -0.05 -0.14
H 0.15 0.37 0.42
H 0.08 0.19 -0.37
H -0.21 -0.39 -0.27
H 0.24 -0.14 0.23
H 0.04 -0.26 0.13
C -0.16 -1.29 0.51
O 0.20 0.97 -0.51
C 1.46 -0.64 -0.09
C -1.06 -0.06 -0.06
N -1.11 1.16 0.15
C 0.56 1.36 -0.77
C -0.58 -0.38 1.38
O 0.06 0.94 -1.38
C 0.25 -0.97 1.09
H -0.31 0.27 0.09
H 0.45 0.28 -0.13
H 0.08 0.09 -0.11
H -0.10 0.16 0.26
H -0.50 0.02 -0.14
H 0.19 -0.18 0.22
H 0.13 -0.11 -0.12
H -0.24 -1.02 -0.91
H 0.02 -0.16 0.33
H 0.34 -0.08 0.55
H 0.25 0.55 0.03
H -0.18 -0.33 -0.04
H 0.40 -0.58 0.05
H -0.29 0.10 0.09
H 0.12 -0.02 -0.48
C -0.61 0.45 -0.60
O 1.06 -0.88 1.21
C 0.69 0.21 0.18
C -0.31 1.02 -1.30
N 0.00 -0.38 -0.26
C 0.27 0.27 0.58
C 1.46 -0.15 -0.12
O -1.83 0.21 -0.02
C 0.16 0.80 0.03
H -0.34 0.35 -0.29
H 0.22 -0.77 -0.20
H -0.27 0.01 0.91
H -0.06 -0.44 -0.05
H 0.01 0.36 0.06
H -0.43 -0.10 -0.13
H -0.07 0.04 0.02
H -0.27 0.34 -0.33
H -0.13 -0.08 -0.16
H 0.03 -0.72 0.01
H -0.49 -0.89 0.47
H 0.28 0.90 -0.31
H 0.56 -0.26 0.47
H -0.20 -0.43 -0.40
H 0.42 0.19 0.22
C 1.15 -1.25 0.50
O -2.14 1.11 -0.46
C 0.76 1.22 0.19
C -0.90 -0.12 1.57
N 0.49 -0.74 0.68
C -0.86 -0.01 1.49
C -0.72 -0.94 -0.43
O 0.35 -0.25 -0.46
C -0.65 -0.22 -0.05
H -0.22 -0.12 0.35
H -0.07 0.20 -0.42
H 0.64 0.48 -0.24
H -0.11 0.01 -0.18
H 0.32 -0.40 -0.06
H -0.17 -0.93 -0.94
H 0.42 0.23 -0.80
H 0.20 0.27 -0.60
H 0.13 0.50 -0.26
H 0.60 0.11 -0.13
H 0.03 0.76 -0.36
H -0.15 -0.11 0.24
H 0.59 -0.20 0.50
H 0.31 0.20 -0.43
H 0.02 0.13 0.14
C 0.28 -1.24 -0.04
O 0.34 1.35 -0.18
C -0.35 -0.70 0.30
C 0.11 0.57 -1.34
N 0.74 -0.16 1.48
C 0.31 -1.23 -0.31
C -0.14 0.93 0.59
O 1.26 -1.19 0.52
C -0.65 -0.09 -0.81
H -0.40 0.60 -0.09
H -0.22 0.08 -0.19
H -0.24 0.00 0.10
H -0.38 0.11 0.50
H 0.19 -0.30 -0.21
H 0.25 -0.38 0.40
H 0.04 0.08 0.03
H -0.46 -0.17 -0.44
H -0.30 0.07 -0.04
H 0.17 -0.17 0.16
H 0.34 0.04 -0.30
H -0.46 0.02 -0.06
H 0.21 0.49 -0.55
H -0.58 0.34 0.43
H -0.09 1.03 0.18
C -0.91 -0.68 -1.49
O -0.05 0.45 1.82
C 1.02 -1.69 -1.94
C -0.65 0.58 -0.25
N -1.58 -0.32 1.89
C 0.31 0.55 1.97
C -0.79 -0.08 -0.06
O -0.77 -0.05 0.30
C 0.66 -1.02 0.30
H -0.42 0.92 -0.25
H 0.17 -0.41 0.39
H 0.34 0.36 0.43
H -0.29 0.39 -0.38
H 0.61 0.57 0.69
H -0.01 -0.23 -0.25
H 0.73 -0.25 -0.41
H 0.22 0.16 -0.30
H -0.12 1.09 -0.10
H 0.87 -0.52 -0.71
H 0.46 0.12 -0.90
H 0.17 0.00 -0.39
H -0.08 0.04 -0.11
H 0.37 0.10 -0.60
H -0.42 -0.07 0.47
C -0.31 -1.25 0.81
O -0.02 2.20 -1.00
C 1.51 1.16 0.31
C 0.14 0.89 -1.63
N -1.05 0.08 1.10
C -0.10 -1.93 -0.91
C 0.21 0.30 0.69
O -0.55 0.20 -0.38
C -0.10 -0.09 0.32
H 0.18 0.26 0.40
H -0.34 0.05 -0.05
H -0.13 -0.64 0.41
H 0.69 -0.67 0.19
H -0.97 -0.81 -0.43
H -0.15 -0.19 0.52
H -0.52 -0.13 0.08
H 0.72 0.08 -0.37
H 0.14 0.52 -0.30
H -0.35 -0.16 0.05
H 0.16 -0.47 0.14
H -0.24 0.53 -0.23
H 0.53 0.07 -0.11
H 0.11 -0.03 0.62
H 0.43 -0.04 -0.16
C 1.04 0.96 0.75
O -1.00 -0.91 -1.85
C -0.45 -0.84 1.30
C -0.56 1.09 0.79
N -0.54 -0.19 -0.07
C -0.91 -0.10 0.56
C 1.29 0.93 -0.40
O -0.35 -0.17 -1.56
C 0.33 -0.98 0.62
H 0.01 -0.66 -0.10
H 0.03 0.05 0.06
H -0.51 0.09 -0.41
H 0.45 0.08 -0.24
H 0.35 0.63 0.34
H 0.60 -0.77 -0.01
H -0.20 0.10 -0.05
H 0.19 0.74 0.04
H -0.22 -0.14 -0.02
H 0.49 0.44 -0.46
H -0.40 -0.18 0.97
H -0.06 -0.09 0.18
H 0.61 0.29 -0.47
H -0.14 -0.11 0.72
H -0.25 -0.35 -0.66
O 0.53 -0.21 -0.46
H -0.65 0.41 0.24
H 0.21 -0.15 0.15
O 0.09 0.32 -0.34
H 0.25 0.23 -0.02
H -0.37 -0.08 0.66
O 0.05 0.17 -0.53
H -0.35 -0.23 0.51
H 0.20 0.08 0.07
O 0.04 -0.70 -0.65
H -0.18 0.44 0.39
H 0.12 -0.10 0.17
O 0.58 0.12 0.84
H -0.19 -0.22 -0.03
H -0.54 0.12 -1.03
O -0.49 -1.02 1.27
H 1.21 0.64 -0.53
H -0.76 0.03 -0.06
O -0.19 -0.27 -0.09
H -0.12 0.17 -0.13
H 0.43 0.08 0.22
O 0.51 -0.36 0.41
H 0.11 0.93 -0.53
H -0.53 -0.66 0.01
O 0.46 -0.32 0.18
H -0.27 0.29 -0.13
H -0.18 -0.13 -0.01

Computed properties:
Strongest force on any atom: 3.11 eV/Å
Gap between HOMO and LUMO: 8.18 eV
Energy relative to the best compared isomer or geometry (same formula, charge and spin): 487.4 kJ/mol
Lowest unoccupied orbital energy: 0.36 eV